ORCA calculation (ωB97M-V with the def2-TZVPD basis set) on C35H58BN10O4PTc as an isolated structure.

The geometry in XYZ format:
```
110
Properties=species:S:1:pos:R:3:mulliken_spin:R:1
Tc 0.74781 -1.01125 1.04486 2.45
C -2.63242 0.36895 2.28365 0.00
C -1.82140 1.08220 3.35623 0.00
C -2.07883 0.41267 4.71378 0.00
C -0.32723 1.28607 3.20256 0.02
C 0.31835 2.26056 3.98165 0.01
C 1.65462 2.14582 3.69637 0.01
N 1.80892 1.17121 2.79399 -0.02
N 0.59501 0.64611 2.46442 -0.07
B 3.13545 0.47658 2.43769 0.03
N 3.36661 0.39346 0.91572 -0.01
C 4.45441 0.77109 0.23532 0.01
C 4.45176 0.12569 -0.97872 0.00
C 3.30321 -0.68220 -0.98163 0.01
N 2.64725 -0.48732 0.17215 -0.04
C 3.04882 -1.72492 -2.04596 0.00
C 3.60019 -3.07057 -1.54902 0.00
C 1.62824 -1.88342 -2.61874 0.00
N 3.06809 -0.96548 2.98907 -0.02
C 3.86113 -1.57509 3.87814 0.01
C 3.38722 -2.85244 4.08592 0.00
C 2.26034 -2.96307 3.25853 0.02
N 2.07851 -1.81415 2.60720 -0.06
C 1.34602 -4.14076 3.11173 -0.01
C 0.42681 -4.25887 4.32841 0.00
C 2.13854 -5.42483 2.87279 0.00
H -3.68672 0.61106 2.44243 0.00
H -2.51974 -0.70943 2.34382 0.00
H -2.35169 0.68574 1.28718 0.01
H -2.20754 2.10551 3.41804 0.00
H -1.70690 -0.61403 4.69264 0.00
H -3.15169 0.37791 4.91040 0.00
H -1.59240 0.93856 5.53594 0.00
H -0.15293 2.94565 4.66627 0.00
H 2.51544 2.66508 4.08433 0.00
H 4.04127 1.07547 2.94625 0.00
H 5.16394 1.44902 0.68073 0.00
H 5.18672 0.19241 -1.76297 0.00
H 3.69508 -1.39758 -2.86498 0.00
H 2.99653 -3.43019 -0.71600 0.00
H 4.63956 -2.98244 -1.22647 0.00
H 3.54566 -3.81017 -2.34979 0.00
H 1.17962 -2.81697 -2.29165 0.00
H 1.67427 -1.89588 -3.70929 0.00
H 0.96087 -1.08118 -2.30915 0.02
H 4.70422 -1.05288 4.30069 0.00
H 3.79421 -3.60561 4.73810 0.00
H 0.72293 -3.96438 2.24002 0.01
H 1.00970 -4.34958 5.24814 0.00
H -0.20940 -5.14028 4.23534 0.00
H -0.21807 -3.38270 4.41204 0.00
H 2.72252 -5.69658 3.75556 0.00
H 2.82317 -5.31547 2.03060 0.00
H 1.45761 -6.24796 2.65396 0.00
O -2.33569 -3.50593 1.43450 0.02
C -1.30116 -2.94643 1.18942 0.02
O -0.82982 -1.90453 1.84468 0.03
C -0.32950 -3.41746 0.06722 0.02
O -0.56704 -4.33329 -0.67165 0.02
O 0.79051 -2.71536 0.05954 0.06
N -0.18012 -0.06788 -0.30003 0.33
P -1.06184 0.83760 -1.19018 0.08
N -1.59081 2.24857 -0.45699 -0.01
C -2.74203 3.05955 -0.88113 0.00
C -2.38470 4.53747 -0.96951 0.00
C -1.94255 5.08388 0.39105 0.00
C -1.12822 4.03262 1.16620 0.00
C -0.52409 3.00134 0.22786 0.01
N -2.41294 0.06700 -1.73731 0.03
C -3.80527 0.16226 -1.32111 0.00
C -4.70548 0.35295 -2.53622 0.00
C -4.50319 -0.79587 -3.52534 0.00
C -3.02499 -1.00227 -3.86029 0.00
C -2.19222 -1.11161 -2.59052 0.02
N -0.20241 1.25550 -2.57388 0.01
C -0.86835 2.11252 -3.55219 0.00
C -0.23672 1.95706 -4.93044 0.00
C 1.26708 2.21523 -4.87909 0.00
C 1.91304 1.33941 -3.81014 0.00
C 1.22609 1.55794 -2.47152 0.01
H -3.56986 2.93957 -0.17000 0.00
H -3.10121 2.71716 -1.85055 0.00
H -3.24945 5.08807 -1.34499 0.00
H -1.58962 4.66652 -1.70793 0.00
H -2.82013 5.37051 0.97472 0.00
H -1.35744 5.99398 0.24591 0.00
H -1.76521 3.51001 1.88473 0.00
H -0.32915 4.50201 1.74222 0.00
H 0.09353 2.29377 0.78108 -0.01
H 0.13090 3.50760 -0.49383 0.00
H -3.93801 0.93448 -0.57290 0.00
H -4.07420 -0.78459 -0.83191 0.00
H -4.47190 1.30794 -3.02008 0.00
H -5.74908 0.39864 -2.21539 0.00
H -5.07765 -0.61953 -4.43697 0.00
H -4.89633 -1.71520 -3.07797 0.00
H -2.65301 -0.16291 -4.45660 0.00
H -2.89685 -1.90586 -4.46053 0.00
H -1.13177 -1.21261 -2.81480 -0.02
H -2.48872 -2.00600 -2.02661 0.00
H -0.80125 3.16915 -3.24381 0.00
H -1.92554 1.84951 -3.59364 0.00
H -0.72212 2.64848 -5.62379 0.00
H -0.42447 0.94190 -5.29429 0.00
H 1.44346 3.27036 -4.63867 0.00
H 1.71934 2.03336 -5.85589 0.00
H 2.98005 1.55693 -3.71522 0.00
H 1.81093 0.28848 -4.09065 0.00
H 1.36754 2.61156 -2.18026 0.00
H 1.65601 0.94732 -1.68258 0.00
```

Computed properties:
HOMO-LUMO gap (spin up / spin down): 8.23 / 7.96 eV
Multiplicity: 4
Energy above the lowest of the compared OMol25 structures with the same formula, charge and spin: 0.0 kJ/mol
Electronic energy: -2664.2511 hartree
Max |F|: 0.012 hartree/bohr

=====

ORCA calculation (ωB97M-V with the def2-TZVPD basis set) on C35H58OP2Re as an isolated structure.

The geometry in XYZ format:
```
97
Properties=species:S:1:pos:R:3:mulliken_spin:R:1
Re 0.87662 0.49793 0.08230 1.94
C 0.71503 -0.09336 2.10097 -0.05
C 1.06744 1.30359 2.00277 0.00
C -0.97519 0.99526 0.90644 -0.05
C -0.54420 -0.28567 1.43585 -0.02
C 0.02013 1.97908 1.26958 0.00
C 1.46707 -1.12869 2.87650 -0.01
H 2.54688 -1.00771 2.75220 0.00
H 1.19337 -2.13370 2.54679 0.00
H 1.24188 -1.04479 3.94792 0.00
C -1.34888 -1.53788 1.42254 0.01
H -0.73816 -2.40993 1.67469 0.00
H -1.80097 -1.69743 0.43391 0.00
H -2.17697 -1.46093 2.14175 -0.01
C -2.28455 1.25565 0.24741 0.01
H -3.06835 1.40108 1.00478 0.00
H -2.57630 0.39686 -0.37211 -0.03
H -2.23853 2.15055 -0.38038 0.01
C -0.06796 3.44848 1.02545 -0.04
H -0.61419 3.94920 1.83640 0.01
H -0.60014 3.64945 0.09212 0.00
H 0.92928 3.89137 0.97076 0.00
C 2.25406 1.94705 2.64679 0.00
H 2.01248 2.32397 3.65022 0.00
H 2.60936 2.79123 2.04946 0.01
H 3.06994 1.22271 2.74726 -0.01
C 1.32976 -1.32796 -1.32547 0.01
C 2.39999 -1.21400 -0.42123 0.06
C 3.69103 -0.49303 -0.66643 0.01
C 3.56399 0.89354 -1.33217 -0.07
C 2.31626 1.70328 -1.14181 0.03
C 1.13481 1.59102 -1.92988 0.14
C 0.82913 0.58602 -2.99094 -0.04
C 1.34669 -0.83934 -2.74957 0.00
H 4.37132 -1.10651 -1.28291 0.00
H 3.66388 0.75141 -2.43404 0.02
H 4.19573 -0.37877 0.30574 0.00
H 2.37521 -0.94686 -3.14691 0.00
H 0.59946 -2.11730 -1.12510 0.02
H 2.45069 -1.96081 0.36842 0.02
H 0.71708 -1.51756 -3.34379 0.00
H -0.26586 0.54181 -3.10000 -0.01
H 0.52779 2.49765 -2.00307 0.01
H 1.21159 0.93610 -3.96725 0.00
H 4.41979 1.49845 -1.01233 0.00
H 2.48792 2.69557 -0.71252 0.02
P 4.18244 -0.16492 -4.16795 0.00
C 4.35516 -1.64547 -5.20888 0.00
C 5.92195 0.33164 -3.91101 0.00
P 2.99197 2.68333 -4.43563 0.00
C 3.58595 1.12536 -5.31144 0.00
C 4.60521 3.58832 -4.50071 0.00
C 2.38396 3.47421 -5.99374 0.00
H 3.40690 -1.87415 -5.71308 0.00
H 4.62573 -2.49419 -4.56520 0.00
H 5.14559 -1.48202 -5.95384 0.00
H 6.44997 0.24918 -4.86929 0.00
H 6.37222 -0.35869 -3.18633 0.00
H 6.02441 1.35105 -3.51947 0.00
H 3.16419 3.44056 -6.76330 0.00
H 2.12411 4.51799 -5.78092 0.00
H 1.49343 2.95424 -6.35853 0.00
H 2.74569 0.71225 -5.89676 0.00
H 4.41750 1.39490 -5.98894 0.00
H 4.39123 4.66312 -4.45362 0.00
H 5.12478 3.37069 -5.44297 0.00
H 5.24418 3.32712 -3.65267 0.00
C -2.03495 -2.23451 -4.05982 0.02
C -2.78274 -3.43363 -3.46923 0.00
C -1.86982 -4.19246 -2.49766 0.03
C -4.10329 -3.03051 -2.81937 0.14
C -5.32067 -3.41911 -3.34417 -0.04
C -6.52080 -3.09359 -2.70796 0.23
C -6.51519 -2.40827 -1.49110 -0.05
C -5.32862 -1.99298 -0.91246 0.11
C -5.31348 -1.31994 0.45718 -0.03
C -6.21507 -0.08755 0.50681 0.02
C -5.71271 -2.30360 1.55794 0.02
C -4.08508 -2.18600 -1.64145 0.23
O -3.02105 -1.59581 -1.29559 0.37
H -1.78129 -1.53096 -3.25564 -0.01
H -2.66708 -1.71336 -4.78806 -0.01
H -1.11389 -2.55905 -4.56108 0.00
H -3.04829 -4.11033 -4.29287 0.00
H -1.53300 -3.51834 -1.70126 -0.01
H -2.41026 -5.02844 -2.04037 0.00
H -0.99369 -4.58957 -3.02372 0.00
H -5.32491 -4.00566 -4.26384 0.00
H -7.46855 -3.40193 -3.15256 0.00
H -7.44775 -2.20280 -0.96331 0.01
H -4.27431 -1.00870 0.62663 0.01
H -7.26663 -0.37730 0.37801 0.00
H -6.10633 0.41416 1.47553 0.00
H -5.94469 0.62088 -0.28453 -0.01
H -5.08264 -3.19940 1.52637 0.00
H -5.60244 -1.83338 2.54177 0.00
H -6.76037 -2.61023 1.43270 0.00
```

Computed properties:
HOMO-LUMO gap (spin up / spin down): 4.31 / 4.80 eV
Multiplicity: 4
Energy above the lowest of the compared OMol25 structures with the same formula, charge and spin: 0.0 kJ/mol
Electronic energy: -2203.9744 hartree
Total charge: +2
Max |F|: 0.139 hartree/bohr

=====

> Which of these has the lowest electronic energy?

C35H58BN10O4PTc

=====

> Which of these has the highest max |F|?

C35H58OP2Re